i | {"formula": "C2H8N2", "method": "ωB97M-V/def2-TZVPD", "orbital_gap_ev": 9.51, "e_homo_ha": -0.318, "species": ["H", "N", "N", "H", "C", "C", "H", "H", "H", "H", "H", "H"], "positions_angstrom": [[1.142, 0.421, 1.156], [1.664, 1.339, 1.160], [1.674, 2.319, 1.875], [0.934, 2.487, 2.655], [-1.465, -2.049, -0.789], [-1.372, -1.117, -1.998], [-0.876, -2.946, -0.963], [-1.032, -1.550, 0.095], [-2.490, -2.381, -0.571], [-0.360, -0.876, -2.138], [-1.913, -0.176, -1.844], [-1.749, -1.586, -2.916]], "mulliken_charge": [0.1997, -0.1690, -0.2070, 0.1781, -0.7352, -0.8397, 0.2676, 0.1908, 0.2749, 0.2879, 0.2685, 0.2834]}

ii | {"formula": "C2H8N2", "method": "ωB97M-V/def2-TZVPD", "orbital_gap_ev": 10.35, "e_homo_ha": -0.342, "species": ["H", "N", "C", "N", "H", "H", "H", "C", "H", "H", "H", "H"], "positions_angstrom": [[-1.637, 1.098, 0.149], [-0.969, 1.337, 0.873], [0.248, 1.076, 0.679], [1.136, 1.582, 1.612], [0.773, 0.529, -0.100], [0.591, 2.114, 2.251], [1.963, 1.142, 1.911], [-0.392, -1.781, -1.428], [-0.386, -2.164, -0.420], [0.298, -2.298, -2.090], [-0.229, -0.718, -1.596], [-1.396, -1.917, -1.840]], "mulliken_charge": [0.2334, -0.6899, 0.1726, -0.4422, 0.2468, 0.2635, 0.2027, -0.9469, 0.2618, 0.2923, 0.1269, 0.2791]}

iii | {"formula": "C2H8N2", "method": "ωB97M-V/def2-TZVPD", "orbital_gap_ev": 10.51, "e_homo_ha": -0.344, "species": ["N", "C", "C", "N", "H", "H", "H", "H", "H", "H", "H", "H"], "positions_angstrom": [[0.555, -0.562, 1.732], [-0.241, -0.537, 0.505], [0.135, 0.571, -0.454], [-0.576, 0.446, -1.696], [1.541, -0.557, 1.508], [0.406, 0.316, 2.222], [-1.326, -0.484, 0.759], [-0.147, -1.511, -0.022], [1.242, 0.668, -0.568], [-0.249, 1.531, -0.011], [-0.265, 1.151, -2.337], [-0.429, -0.498, -2.108]], "mulliken_charge": [-0.6235, -0.4913, -0.3901, -0.5579, 0.2378, 0.2538, 0.2817, 0.3509, 0.2731, 0.2327, 0.2230, 0.2097]}

Relative energy table, unit eV: i 2.332; ii 0.197; iii 0.000